DFT (ωB97M-V with the def2-TZVPD basis set) results for the molecule C5H10O.

Last column: natural (NBO) charge in e.
Element x y z (Å)
C 1.99 -0.40 0.47  -0.250
O 1.13 0.66 0.15  -0.513
C -0.22 0.34 -0.07  0.252
C -1.02 1.63 -0.10  -0.611
C -0.63 -0.74 -1.01  -0.458
C -0.86 -0.91 0.48  -0.460
H 1.58 -0.99 1.30  0.168
H 2.17 -1.07 -0.39  0.162
H 2.94 0.03 0.78  0.196
H -2.07 1.46 0.16  0.210
H -0.60 2.35 0.60  0.226
H -0.98 2.08 -1.10  0.212
H -1.47 -0.57 -1.67  0.215
H 0.15 -1.37 -1.44  0.217
H -0.26 -1.69 0.95  0.218
H -1.86 -0.82 0.90  0.217

The orbital gap comes out at 10.22 eV. The energy above the lowest of the compared OMol25 structures with the same formula, charge and spin comes out at 154.3 kJ/mol. Its net charge is 0. For the total energy, the calculation gives -7393.166 eV. Its LUMO energy is 1.129 eV. The HOMO energy is -9.09 eV.